[1]
Below is a molecular structure, C35H52P3PdSbSe in a non-equilibrium geometry, with properties calculated with the ωB97M-V functional and the def2-TZVPD basis.

⟨S²⟩ ... 6.035
Kohn-Sham gap (alpha / beta) ... 7.0883 / 4.3305 eV
Energy relative to the best compared isomer or geometry (same formula, charge and spin) ... 315.4 kJ/mol
Multiplicity ... 5
Net charge ... +4
Maximum force ... 2.9 eV Å⁻¹

Geometry (Å):
Pd 0.33428 0.82055 -4.55546
P -0.50717 2.92288 0.14543
P -2.95574 -0.34494 0.09392
P -2.24156 0.85833 -3.66551
H 2.71434 1.40665 -4.60309
C 2.30138 2.37414 -4.86727
C 1.22635 2.86331 -4.23190
H 0.68453 2.33431 -3.41627
C 0.60466 3.85967 1.22376
C -2.26703 3.23314 0.39211
C -0.16130 3.69170 -1.44988
C -3.24698 -2.16039 -0.12534
C -2.58200 -0.24615 1.90409
C -4.67261 0.33488 0.05216
C -1.97541 1.21289 -5.43743
C -3.76214 1.89879 -3.56373
C -2.94232 -0.82298 -3.87977
H 2.85977 2.99801 -5.56444
H 0.99636 3.92268 -4.22862
H 1.63996 3.62902 0.91978
H 0.47546 3.56439 2.27001
H 0.41977 4.93501 1.09377
H -2.64858 2.60916 1.21241
H -2.79987 2.98706 -0.54081
H -2.39917 4.30380 0.62182
H 0.91452 3.70847 -1.67572
H -0.54511 4.73173 -1.47778
H -0.69610 3.12232 -2.22851
H -4.27700 -2.41347 0.15724
H -2.53506 -2.74085 0.47297
H -3.09335 -2.41334 -1.18386
H -3.50479 -0.04740 2.46218
H -1.88252 0.58475 2.06563
H -2.11249 -1.16752 2.26837
H -5.21159 0.02063 0.95180
H -5.19937 -0.01141 -0.84498
H -4.62136 1.43170 0.02881
H -2.87017 0.87906 -5.95821
H -1.11517 0.68226 -5.87145
H -1.84547 2.28051 -5.59760
H -4.32926 1.74442 -4.48511
H -3.47802 2.95316 -3.52515
H -4.40173 1.68584 -2.70653
H -3.52460 -0.81980 -4.80863
H -3.59047 -1.11695 -3.04738
H -2.14225 -1.56422 -3.96303
C 0.51571 -1.32514 -2.12732
C 1.29406 -0.50581 -2.99379
C 1.57260 -0.92497 -4.31995
C 0.88907 -2.10180 -4.77882
C 0.21109 -2.92287 -3.89349
C 0.12446 -2.57966 -2.54026
Se 0.04661 -0.97450 -0.18988
H -0.21812 1.49044 0.36888
H 1.86380 0.31286 -2.56363
H 2.49259 -0.63939 -4.78662
H 0.96806 -2.39332 -5.82922
H -0.23670 -3.86160 -4.23691
H -0.26469 -3.30255 -1.83573
C 5.89399 -3.47891 3.09830
C 5.23373 -3.68135 1.87379
C 4.12178 -2.89624 1.53870
C 3.69206 -1.91483 2.43198
C 4.33180 -1.69489 3.64806
C 5.43451 -2.50003 3.99004
Sb 1.76965 -0.91265 1.97331
C 0.56207 -2.39801 3.01104
C 0.15961 -3.56977 2.36115
C -0.68984 -4.48837 3.00293
C -1.02402 -4.29148 4.35631
C -0.60087 -3.12563 5.01700
C 0.19519 -2.18627 4.34163
C 1.74623 0.94145 3.15804
C 0.67665 1.24179 3.99799
C 0.69493 2.43184 4.74003
C 1.78120 3.31057 4.64868
C 2.84692 2.99635 3.79907
C 2.82501 1.81980 3.03548
H 6.74805 -4.10780 3.36703
H 5.60909 -4.41903 1.16068
H 3.56424 -3.09822 0.62112
H 3.99245 -0.91200 4.33366
H 5.92080 -2.37543 4.96041
H 0.45409 -3.77060 1.32620
H -1.04958 -5.37595 2.46368
H -1.63970 -5.03124 4.88303
H -0.88593 -2.95140 6.06377
H 0.51678 -1.29261 4.87474
H -0.17923 0.57125 4.08816
H -0.12966 2.65134 5.41921
H 1.78797 4.24030 5.22845
H 3.68447 3.68788 3.70442
H 3.66338 1.59268 2.37580

---

[2]
Below is 2 unconnected molecules or ions with the total composition C8H11NO4 in a non-equilibrium geometry, with properties calculated with the ωB97M-V functional and the def2-TZVPD basis.

Kohn-Sham gap ... 8.5377 eV
Energy relative to the best compared isomer or geometry (same formula, charge and spin) ... 333.2 kJ/mol
Multiplicity ... 1
Maximum force ... 4.9 eV Å⁻¹

Geometry (Å):
C 0.87673 0.19875 -0.43049
C 2.17369 0.40659 -1.13477
C 1.04648 -0.75256 0.65668
C -0.21037 1.02686 -0.53563
C 3.12359 -0.66946 -0.63868
C 2.57655 -1.06474 0.71807
C -2.92937 -0.56444 -0.07983
C -2.26359 0.63882 0.47209
N -2.70427 1.94908 0.19886
O -0.40832 2.10250 -1.10715
O 2.31180 1.19815 -2.03117
O 0.16638 -1.37136 1.21705
O 2.81492 -2.34645 1.15709
H 2.97362 -1.58862 -1.34584
H 4.06757 -0.31522 -0.59675
H 3.00562 -0.54274 1.52736
H -3.89538 -0.88453 0.53293
H -3.17793 -0.55351 -1.08558
H -2.23602 -1.34967 0.09740
H -1.80755 0.51272 1.52025
H -3.55636 2.01950 -0.25771
H -1.43535 2.27873 -0.96652
H -2.51313 2.69211 0.86135
H 2.00067 -3.02052 1.25099

---

[3]
Below is a single C3H8N2OS molecule in a non-equilibrium geometry, with properties calculated with the ωB97M-V functional and the def2-TZVPD basis.

Kohn-Sham gap ... 10.1965 eV
Energy relative to the best compared isomer or geometry (same formula, charge and spin) ... 41.4 kJ/mol
Multiplicity ... 1
Structure (SMILES) ... NC(=O)NCCS
Maximum force ... 2.3 eV Å⁻¹

Geometry (Å):
N 1.78514 1.17546 -0.96342
C 1.63366 -0.19457 -0.98131
O 2.17152 -0.87088 -1.83488
N 1.01170 -0.74520 0.10511
C -0.00477 -0.12224 0.94660
C -1.40772 -0.26207 0.23243
S -2.71059 -0.03106 1.53337
H 1.82549 1.69175 -1.82323
H 1.44159 1.70812 -0.17169
H 0.78959 -1.72329 0.02378
H 0.14963 0.95406 1.02425
H -0.02306 -0.65128 1.89640
H -1.45625 -1.31525 -0.04120
H -1.44798 0.41514 -0.60659
H -3.75795 -0.02871 0.66038

---

[4]
Below is 2 unconnected molecules or ions with the total composition C26H23ClNO2 in a non-equilibrium geometry, with properties calculated with the ωB97M-V functional and the def2-TZVPD basis.

Kohn-Sham gap ... 5.4397 eV
Energy relative to the best compared isomer or geometry (same formula, charge and spin) ... 0.0 kJ/mol
Multiplicity ... 1
Net charge ... +1
Maximum force ... 1.7 eV Å⁻¹

Geometry (Å):
C 0.47324 -1.61589 5.47976
C 1.34125 -0.52165 4.84673
C 0.61556 -0.20299 3.58048
C -0.54539 -1.01257 3.52704
O -0.67192 -1.86518 4.57913
C -1.48202 -0.88622 2.48714
C -1.27872 0.08769 1.53866
C -0.04238 0.81533 1.46855
C 0.33615 1.68167 0.41539
C -0.36601 2.00551 -0.77684
C -0.09169 3.25014 -1.42639
C -0.72538 3.57607 -2.60540
C -1.65935 2.67227 -3.17190
O -2.24782 3.12300 -4.31059
C -1.70272 4.46952 -4.57727
C -0.65893 4.77770 -3.49619
C -1.93319 1.43265 -2.57466
C -1.28251 1.10989 -1.40873
C 0.87267 0.68285 2.55875
H 1.01288 -2.56281 5.60184
H 0.06797 -1.31698 6.45474
H 1.41532 0.34838 5.50969
H 2.35754 -0.88115 4.65454
H -2.35576 -1.52898 2.49503
H -2.07832 0.31738 0.83833
H 1.24053 2.26636 0.59834
H 0.61582 3.94226 -0.96671
H -1.27701 4.46158 -5.58785
H -2.54569 5.17185 -4.55755
H -0.90160 5.70195 -2.96284
H 0.33545 4.89978 -3.94097
H -2.64412 0.76766 -3.05046
H -1.43066 0.12253 -0.97924
H 1.77700 1.29404 2.57176
C 3.70480 -1.53388 0.48908
C 2.36916 -1.81252 -0.06901
C 1.59517 -1.14407 -1.01447
C 0.45576 -1.96768 -1.29854
C 0.52125 -3.06784 -0.39513
N 1.70555 -2.94247 0.30816
C -0.47743 -4.02328 -0.28727
C -1.60406 -3.89404 -1.11350
C -1.67443 -2.83049 -2.03773
Cl -3.09543 -2.63425 -2.98530
C -0.62181 -1.91784 -2.19656
H 4.10485 -0.60740 0.06492
H 3.65318 -1.42575 1.58397
H 4.39115 -2.36372 0.25225
H 1.83211 -0.19760 -1.48598
H 2.04346 -3.61907 0.98359
H -0.36944 -4.84426 0.41743
H -2.42350 -4.60100 -1.05482
H -0.65052 -1.15646 -2.97340

---

[5]
Below is 2 unconnected molecules or ions with the total composition CH3N3O in a non-equilibrium geometry, with properties calculated with the ωB97M-V functional and the def2-TZVPD basis.

Kohn-Sham gap ... 11.0019 eV
Energy relative to the best compared isomer or geometry (same formula, charge and spin) ... 395.0 kJ/mol
Multiplicity ... 1
Maximum force ... 1.3 eV Å⁻¹

Geometry (Å):
C 0.13653 -1.81193 -0.66752
N -0.75147 -2.47052 -0.32360
N 0.31670 2.11534 -0.46005
N 0.43975 1.08761 0.21927
O 0.59399 0.98613 1.42985
H 0.37535 2.94754 0.14060
H -1.50011 -3.04478 -0.00057
H 0.38926 0.19060 -0.33798

---

[6]
Below is a molecular structure, C3H6KLiO5 in a non-equilibrium geometry, with properties calculated with the ωB97M-V functional and the def2-TZVPD basis.

⟨S²⟩ ... 0.750
Kohn-Sham gap (alpha / beta) ... 3.3464 / 7.1072 eV
Energy relative to the best compared isomer or geometry (same formula, charge and spin) ... 204.0 kJ/mol
Multiplicity ... 2
Net charge ... -1
Maximum force ... 3.7 eV Å⁻¹

Geometry (Å):
H 2.74719 0.86402 -1.86240
C 2.69267 0.29673 -0.90479
C 1.21484 0.07629 -0.59920
O 0.52286 -0.73207 -1.50775
Li 2.52495 1.82719 1.45013
O 3.29921 0.95578 0.13697
H 3.13890 -0.70410 -1.10529
H 0.75753 1.08966 -0.55209
H 1.16351 -0.39319 0.40732
C -1.35775 -0.97850 -0.90146
O -1.71028 -0.25271 0.08979
O -2.14371 -0.87529 -2.03789
H -2.22509 0.06280 -2.23859
K -0.96419 1.06883 1.98428
O -1.00469 -2.25403 -0.67308
H 0.26358 -2.08014 -1.06968

---

[7]
Below is a molecular structure, C12H16AuF3N4OS2, with properties calculated with the ωB97M-V functional and the def2-TZVPD basis.

Kohn-Sham gap ... 7.2216 eV
Energy relative to the best compared isomer or geometry (same formula, charge and spin) ... 0.0 kJ/mol
Multiplicity ... 1
Net charge ... +2
Maximum force ... 0.2 eV Å⁻¹

Geometry (Å):
Au -0.10300 -0.06731 0.30500
F -4.80548 0.21516 -2.32670
C -4.34016 -1.03478 -2.28141
F -5.32729 -1.87363 -2.55075
F -3.39320 -1.15082 -3.23068
C -3.72902 -1.31455 -0.92632
C -4.40670 -1.97102 0.08612
C -3.80502 -2.14441 1.33364
C -2.54131 -1.65238 1.54893
N -1.88604 -1.03110 0.55082
C -2.44928 -0.87280 -0.65307
S -1.25198 -0.06283 -1.66213
H -5.40620 -2.34516 -0.09672
H -4.31920 -2.65894 2.13201
H -2.03298 -1.75848 2.49486
C 3.84409 0.42660 -4.13568
C 2.83885 1.53465 -3.80380
C 2.47563 1.52467 -2.35574
N 1.53802 0.81526 -1.84654
N 1.46509 0.95594 -0.47188
C 2.35325 1.79516 0.04471
N 2.46140 2.10826 1.33506
S 3.36195 2.46183 -1.17510
H 4.08468 0.45849 -5.19611
H 3.42807 -0.55354 -3.90691
H 4.77260 0.55060 -3.57767
H 1.91821 1.40583 -4.37270
H 3.24779 2.51195 -4.06368
H 1.89050 1.64291 2.02016
H 3.15812 2.76327 1.64829
C 1.13838 0.19161 4.69488
C 0.16303 -0.16636 3.60634
O 0.84921 -0.15227 2.28992
H 0.61927 0.16717 5.65369
H 1.54277 1.19480 4.56270
H 1.95806 -0.52638 4.75092
H -0.63911 0.56116 3.50410
H -0.25376 -1.16159 3.75346
H 1.58078 -0.78694 2.31800

---

Q: Number 7 is which compound?
A: C12H16AuF3N4OS2

---

Q: Which formula does entry 1 have?
A: C35H52P3PdSbSe